Density functional theory data (ωB97M-V/def2-TZVPD) for an isolated molecule of C3H6N2O2.

For the energy above the lowest of the compared OMol25 structures with the same formula, charge and spin, the calculation gives 615.4 kJ/mol. Its charge is 0.

CARTESIAN COORDINATES (ANGSTROEM)
C -1.9464 0.6827 0.6459
C -0.3617 0.4177 1.1613
C 0.8249 -1.2636 -0.0940
N 1.6079 1.3955 0.6282
N 0.4264 1.5234 1.1150
O -1.4806 0.5934 1.9386
O 0.0084 -0.9322 0.9886
H -2.3177 1.7378 0.3900
H -2.4343 -0.1012 0.1956
H 0.8294 -2.3034 -0.3734
H 1.9334 -1.2331 0.1395
H 0.6685 -0.9978 -1.1515
H 1.9311 2.3908 0.4295

Cartesian forces (eV/Å) of the 3 atoms listed first:
C 3.0 4.2 0.3
C -3.5 -2.0 -2.2
C 3.2 -1.4 -1.3

Here are the natural (NBO) charges for atoms 1 to 6, given in e: -0.072 0.583 -0.292 -0.333 -0.181 -0.461

Density functional theory data (ωB97M-V/def2-TZVPD) for a 4-piece molecular cluster, C20H45BBrN5O7PS overall.

Its charge is +1.

CARTESIAN COORDINATES (ANGSTROEM)
N -4.6414 -0.6238 3.7326
P -5.2460 -0.6834 2.2683
N -4.8718 0.7453 1.2783
C -5.7808 1.7775 1.5862
N -7.0260 1.6065 1.1246
N -5.5441 2.9345 2.3701
S -6.5000 4.3023 1.7811
C -4.0841 3.3271 2.4517
B -3.7368 4.4057 1.2802
N -3.4220 5.7959 1.6785
O -3.7180 4.1330 -0.1149
C -3.1070 2.1102 2.5165
C -1.5976 2.5057 2.6219
O -0.9999 2.7181 1.3461
C 0.4022 2.4474 1.3736
O 1.0989 3.2361 0.4449
C 1.1430 2.4858 -0.8009
C 1.4905 3.4109 -2.0028
O 0.5828 4.5306 -2.0706
C -3.4371 1.1521 1.3404
C -2.4338 -0.0704 1.2761
C -2.7100 -0.9457 -0.0232
C -1.9154 -0.2192 -1.1847
Br -2.6600 -0.5691 -2.9711
H -4.0362 -1.4367 3.8644
H -6.6723 -0.7395 2.3040
H -4.8267 -1.8458 1.5389
H -7.2270 1.1358 0.2491
H -7.8271 1.8814 1.6896
H -6.6611 4.1451 0.4220
H -3.9619 3.8809 3.4239
H -3.3540 6.3658 0.8365
H -4.1867 6.1201 2.2694
H -4.3018 3.4052 -0.3510
H -3.3452 1.5620 3.4708
H -1.4742 3.4169 3.2628
H -1.0719 1.6291 3.0915
H 0.6464 1.3702 1.1679
H 0.7679 2.6749 2.4073
H 1.8939 1.6593 -0.7294
H 0.1339 2.0118 -0.9340
H 2.5226 3.8333 -1.9733
H 1.3984 2.8323 -2.9537
H 0.9310 5.1502 -1.4193
H -3.2264 1.7199 0.3934
H -1.3870 0.3074 1.1419
H -2.4256 -0.6686 2.2135
H -3.7914 -0.9177 -0.3167
H -2.4256 -2.0121 0.1051
H -1.9025 0.8880 -1.0113
H -0.8499 -0.5549 -1.0804
C 2.2619 -3.4949 -1.0200
C 1.9248 -2.2804 -1.8403
O 1.8291 -1.1771 -1.3313
C 1.7102 -2.4822 -3.3158
H 2.3894 -3.2041 0.0224
H 1.4523 -4.2239 -1.0839
H 3.1925 -3.9376 -1.3756
H 0.8744 -3.1655 -3.4792
H 2.6178 -2.8802 -3.7734
H 1.4752 -1.5241 -3.7803
C 5.5010 -0.0516 -4.1949
C 5.7466 -1.4173 -3.6107
O 5.0918 -2.3772 -3.9559
C 6.8375 -1.5437 -2.5808
H 4.6899 -0.1095 -4.9205
H 5.2159 0.6451 -3.4043
H 6.4002 0.3039 -4.7012
H 6.6111 -0.9122 -1.7196
H 7.7956 -1.2540 -3.0159
H 6.9025 -2.5797 -2.2485
C 5.2515 -5.9347 2.3635
C 4.9204 -5.9234 0.8946
O 3.8084 -5.6426 0.5009
C 6.0251 -6.2748 -0.0665
H 4.3648 -5.6634 2.9360
H 5.5719 -6.9334 2.6651
H 6.0400 -5.2095 2.5728
H 6.3794 -7.2885 0.1284
H 6.8476 -5.5646 0.0363
H 5.6456 -6.2264 -1.0871

Cartesian forces (eV/Å) of the 3 atoms listed first:
N -0.6 -0.2 -1.6
P 0.5 -1.4 2.0
N -1.1 1.9 1.5

Here are the Löwdin charges for atoms 1 to 6, given in e: -0.246 0.788 -0.097 -0.416 0.144 -0.253

Density functional theory data (ωB97M-V/def2-TZVPD) for an isolated ion of composition C6H8N2O2P and charge -1.

For the energy above the lowest of the compared OMol25 structures with the same formula, charge and spin, the calculation gives 394.1 kJ/mol. Its charge is -1.

CARTESIAN COORDINATES (ANGSTROEM)
C -0.7199 0.2602 -3.1571
C -1.0901 0.8528 -2.0084
C -0.1749 -1.2632 -1.4561
C 0.5447 0.8660 2.8722
C 1.2902 -0.2960 2.2176
C 0.3210 0.6188 1.4333
N -0.0245 -0.9441 -2.7970
N -0.7381 -0.1010 -0.9391
O -1.7329 1.8533 -1.6829
O 0.1192 -2.2658 -0.8421
P -1.3592 0.2041 0.5934
H -0.6621 0.8103 -4.1031
H -0.0311 0.6268 3.8165
H 1.1416 1.8403 3.0926
H 2.2904 -0.2731 1.9842
H 0.8644 -1.2052 2.4499
H 0.8083 1.3684 0.9038
H 0.3349 -1.7437 -3.4356
H -1.1819 -1.2090 1.0579

Cartesian forces (eV/Å) of the 3 atoms listed first:
C 0.6 0.2 -1.4
C -0.8 -0.9 1.2
C -0.2 2.2 -1.3

Here are the natural (NBO) charges for atoms 1 to 6, given in e: -0.384 0.515 0.759 -0.433 -0.414 -0.487

Density functional theory data (ωB97M-V/def2-TZVPD) for C22H29N5O3 as an isolated structure.

For the energy above the lowest of the compared OMol25 structures with the same formula, charge and spin, the calculation gives 2186.8 kJ/mol. Its charge is 0.

CARTESIAN COORDINATES (ANGSTROEM)
C -6.4435 -0.1521 -1.3101
N -5.1859 -0.7618 -0.7746
C -4.1416 0.1371 -0.3815
C -3.1870 -0.5099 0.3735
C -2.1517 0.1414 0.6422
C -2.2025 1.5809 0.5214
C -3.2681 2.0660 -0.1219
C -4.2562 1.4262 -0.8207
H -5.0734 1.8871 -1.3721
H -3.1280 3.1935 -0.5665
H -1.3951 2.4873 0.8348
C -1.2113 -0.1545 1.5659
O -0.8464 0.0343 2.6544
N -0.4315 -1.2569 1.2300
C -0.4294 -1.7737 -0.3165
H -1.2662 -1.2682 -0.6232
C 0.9908 -1.6131 -0.7400
H 0.9503 -1.8393 -1.7492
H 1.2196 -0.2650 -0.8338
C 2.0143 -2.1074 0.1404
N 3.3124 -1.9258 -0.6125
C 3.9079 -0.6583 -0.5507
C 5.2564 -0.9605 -1.1703
C 5.1833 -2.4201 -1.1482
N 4.0963 -2.7889 -1.1401
H 6.0991 -3.1023 -1.6896
H 6.0615 -0.5852 -1.4896
N 3.5048 0.6587 -0.4362
C 3.7357 1.1666 0.8190
O 4.5428 0.7228 1.6650
C 3.2017 2.7056 0.7015
H 3.5979 3.0995 1.4704
C 3.4239 3.3820 -0.5552
H 4.3123 2.9844 -1.0976
O 2.3010 2.8342 -1.3961
C 1.2229 3.1022 -0.5392
H 0.4934 2.2034 -1.1802
H 0.7305 3.9211 -0.3088
C 1.6346 2.5620 0.8591
H 1.1557 3.3479 1.6771
H 1.3946 1.4460 1.2891
H 3.1853 4.4992 -0.1761
H 2.8991 0.9598 -1.1190
C 1.9067 -1.8743 1.5196
H 2.0859 -0.6130 1.5235
H 2.8378 -2.3571 2.0709
C 0.6281 -2.1031 2.0613
H 0.5709 -1.7487 3.0697
H 0.3688 -2.9788 1.9190
H 1.7728 -3.1736 -0.0003
H -0.5833 -2.7879 -0.2882
H -3.2198 -1.4672 0.6562
C -5.3062 -2.0083 -0.3000
H -6.3338 -2.6107 -0.4903
H -5.4466 -2.1083 1.0090
H -4.6096 -2.6115 -0.2708
H -7.0230 0.5012 -0.8032
H -6.2840 0.3698 -2.2581
H -7.1749 -0.8348 -1.6425

Cartesian forces (eV/Å) of the 3 atoms listed first:
C 2.6 -1.4 -2.7
N -1.8 3.9 -2.0
C -5.3 -4.0 -2.4

Here are the natural (NBO) charges for atoms 1 to 6, given in e: -0.417 -0.425 0.214 -0.256 -0.075 -0.230

Density functional theory data (ωB97M-V/def2-TZVPD) for an isolated molecule of H2O.

For the energy above the lowest of the compared OMol25 structures with the same formula, charge and spin, the calculation gives 1.5 kJ/mol. Its charge is 0.

CARTESIAN COORDINATES (ANGSTROEM)
H 0.7265 0.1762 -0.1698
H -0.7504 0.1593 -0.0317
O 0.0239 -0.3355 0.2016

Atomic forces in eV per Å
H 0.8 0.4 -0.3
H -0.8 0.3 -0.1
O -0.1 -0.7 0.4

natural (NBO) charges in e: 0.464 0.465 -0.929

Density functional theory data (ωB97M-V/def2-TZVPD) for a 21-piece molecular cluster, H41O21 overall.

For the energy above the lowest of the compared OMol25 structures with the same formula, charge and spin, the calculation gives 852.9 kJ/mol. Its charge is -1.

CARTESIAN COORDINATES (ANGSTROEM)
O -0.0931 -2.7747 -0.5263
H -1.0588 -2.7357 -0.4249
H 0.0527 -1.7787 -0.4057
O 1.4692 -2.3033 -4.6525
H -3.8184 -1.7611 -0.6042
H 1.1455 -1.4035 -4.7058
O -1.3118 0.0464 0.7091
H 0.5894 0.2744 3.8795
H -0.7569 0.6880 1.1084
O 0.6455 0.7937 3.0475
H -2.5336 0.5960 0.7491
H 1.6382 1.2232 -2.8110
O 2.0703 -2.4701 -2.2332
H 1.7645 -2.8190 -1.3490
H 2.6295 -3.1907 -2.6263
O 4.4831 0.3155 1.8749
H 3.4022 -2.9697 0.7371
H 4.4781 -0.3232 2.6162
O 3.9466 -3.3270 0.0483
H -0.5919 -1.3570 1.1780
H 1.6021 -2.4969 -3.7032
O 0.3849 -1.3826 1.5881
H 0.2242 0.2030 2.2626
H 3.5335 0.2227 1.6159
O -5.4032 -0.4046 0.5396
H 0.9425 -2.2173 1.4745
H -5.5927 0.5721 0.2635
O 0.7543 1.4042 -2.5209
H 4.5095 -2.6580 0.0098
H 0.7227 1.2375 -1.6207
O -3.7346 -2.5750 3.2186
H 2.7353 3.1366 0.0395
H -2.8207 -2.9902 3.0209
O 1.5097 3.9379 2.5505
H 0.5860 3.7471 2.2630
H 1.7077 3.1302 2.8850
O -2.8660 1.6047 0.7597
H -2.3406 2.1711 0.1469
H -4.6473 -0.1533 1.1231
O -1.9082 2.8610 2.5442
H -2.7475 3.1577 2.7998
H -2.2834 2.0727 2.0857
O -1.5265 1.7458 -4.0229
H -2.3122 1.2623 -3.4995
H -0.8853 1.1406 -4.0125
O 3.4490 2.9366 -0.6206
H 3.5326 2.0343 -0.3029
O -2.6911 3.6986 -2.3741
H -2.3151 2.8926 -1.9748
H -3.3058 3.3905 -2.9127
O 5.3591 -0.3571 -1.5898
H 5.2447 -1.2487 -1.8456
H 5.0808 -0.1675 -0.7299
O 2.7881 -0.9965 3.1441
H 1.7678 -0.9032 2.8960
H 3.0141 -0.3650 3.6443
O -2.3970 0.9928 -1.8154
H -1.5654 0.8667 -1.3309
H -3.0002 0.3931 -1.4095
O -4.3007 -2.3721 -1.0395
H -4.8552 -2.0420 -1.6882
H -4.1005 -2.2059 2.5290

Cartesian forces (eV/Å) of the 3 atoms listed first:
O -0.6 2.2 0.1
H 0.2 -0.7 -0.3
H 0.2 -1.7 -0.5

Here are the natural (NBO) charges for atoms 1 to 6, given in e: -0.974 0.481 0.495 -0.988 0.464 0.463

Number 1: total energy -377.72496 Eh, frontier orbital gap 9.34 eV, lowest unoccupied orbital energy -0.0040 Ha. Number 2: total energy -4927.67050 Eh, frontier orbital gap 6.95 eV, lowest unoccupied orbital energy -0.1517 Ha. Number 3: total energy -834.77591 Eh, frontier orbital gap 6.24 eV, lowest unoccupied orbital energy 0.1392 Ha. Number 4: total energy -1354.51165 Eh, frontier orbital gap 8.51 eV, lowest unoccupied orbital energy 0.0150 Ha. Number 5: total energy -76.43304 Eh, frontier orbital gap 12.78 eV, lowest unoccupied orbital energy 0.0407 Ha. Number 6: total energy -1604.45826 Eh, frontier orbital gap 8.80 eV, lowest unoccupied orbital energy 0.0652 Ha.